A molecular structure, C10H24N6O7Tl. Source: the Open Molecules 2025 dataset; level of theory: the ωB97M-V functional and the def2-TZVPD basis.

The value obtained for the energy is -1422.6402 a.u. For the largest force on an atom, the calculation gives 3.71 eV/A. As for the gap between HOMO and LUMO (alpha / beta): 0.17250 / 0.17214 hartree. As for the net charge: +1.

Each line ends with the Löwdin charge.
Element x y z (Å)
1 O -0.03108 -1.24316 -3.16342  -0.254
2 H -0.58561 -1.66749 -3.83928  0.096
3 Tl 1.34602 -0.41681 -1.10318  1.050
4 N 1.02239 -2.18419 1.15573  -0.022
5 N -0.99131 -1.91933 -0.52363  0.008
6 N 0.90418 2.44457 -0.25219  -0.025
7 N -0.76524 1.25554 -1.80244  -0.045
8 O 1.75071 -1.85498 2.13007  -0.028
9 O 1.46992 3.16867 0.77304  -0.087
10 O -1.88013 0.72947 -2.36349  -0.070
11 O -2.03670 -1.64342 -1.18991  0.020
12 C -1.14105 -2.85453 0.46003  -0.210
13 C -0.10046 -2.91967 1.43055  -0.201
14 C 0.34976 3.22780 -1.16702  -0.270
15 C -0.59890 2.54943 -2.05279  -0.261
16 C -0.27596 -3.66319 2.70478  0.002
17 H -1.03356 -3.18200 3.34236  0.119
18 H 0.67177 -3.69246 3.25177  0.092
19 H -0.61018 -4.69098 2.51382  0.099
20 C -2.40002 -3.63624 0.55364  0.002
21 H -2.66712 -4.03261 -0.43394  0.105
22 H -3.22788 -2.99868 0.89658  0.116
23 H -2.29999 -4.47248 1.25068  0.084
24 C 0.52460 4.70730 -1.23830  -0.015
25 C -1.36471 3.32199 -3.07344  -0.012
26 H 1.29969 5.01981 -0.53391  0.080
27 H -0.41484 5.22153 -0.99067  0.099
28 H 0.80362 5.01574 -2.25403  0.093
29 H -2.01823 2.64613 -3.63083  0.081
30 H -0.68145 3.82592 -3.77021  0.096
31 H -1.97111 4.10208 -2.59348  0.098
32 H 1.49670 2.51069 1.53422  0.055
33 H -1.91059 -0.19817 -1.93403  0.049
34 C 1.37372 -1.98329 -3.12566  -0.204
35 H 1.51886 -2.57511 -2.21621  0.028
36 H 2.17306 -1.27270 -3.36140  0.047
37 H 1.37554 -2.71799 -3.95291  0.100
38 O 4.60126 -2.03047 2.33551  -0.076
39 H 4.93979 -1.13390 2.48193  0.039
40 H 3.62512 -1.92516 2.26359  -0.014
41 N -1.27356 2.01405 2.76351  0.184
42 C -0.37798 1.13123 2.22945  -0.614
43 N 0.93750 1.30578 2.70228  0.134
44 O -0.65935 0.34204 1.32334  -0.019
45 H -1.07545 2.45119 3.65052  0.109
46 H -2.24401 1.80882 2.55961  0.122
47 H 1.47302 0.44156 2.60915  0.097
48 H 0.97927 1.66768 3.65021  0.120